{
  "formula": "C4H11NO2",
  "method": "ωB97M-V with the def2-TZVPD basis set",
  "elements": ["C", "C", "C", "N", "C", "H", "H", "H", "H", "H", "H", "H", "H", "H", "O", "H", "H", "O"],
  "xyz": [[0.4382, -1.7451, 1.7699], [0.3832, -1.1759, 0.3124], [0.0777, 0.1613, 0.0878], [-0.0322, 0.7274, -1.2038], [0.5353, 1.8846, -1.2799], [-0.1564, -2.7375, 2.0373], [1.3673, -2.2058, 1.8960], [0.3186, -1.0059, 2.5237], [0.9137, -1.7332, -0.3724], [0.2042, 0.8592, 0.9847], [0.6524, 2.3610, -2.3437], [0.7440, 2.5278, -0.4624], [-1.8901, -2.3110, -3.3137], [-0.5600, -2.3019, -2.4663], [-0.8368, -2.4696, -3.3566], [0.1642, 3.2802, 3.6572], [-0.1054, 1.7823, 3.2492], [-0.4173, 2.6751, 3.0686]],
  "mulliken_spin": [-0.004, 0.214, 0.061, 0.073, 0.533, 0.025, 0.002, 0.000, 0.053, -0.008, 0.015, 0.006, -0.008, -0.003, 0.023, -0.018, -0.003, 0.039],
  "relative_energy_ev": 3.3474,
  "charge": -1,
  "gap_ev": [3.2894, 6.4056],
  "multiplicity": 2
}

---

{
  "formula": "C4H11NO2",
  "method": "ωB97M-V with the def2-TZVPD basis set",
  "elements": ["C", "C", "C", "C", "H", "H", "H", "H", "H", "H", "H", "H", "H", "H", "H", "N", "O", "O"],
  "xyz": [[-1.2230, 0.1533, 0.5579], [0.2723, -0.3248, 0.6592], [1.3134, 0.8131, 0.4890], [0.7077, -1.4021, 0.0728], [-2.6481, 0.1020, -1.0398], [-1.3593, 1.3246, -1.0457], [-1.5886, 1.0150, 1.0833], [-1.9189, -0.4773, 1.2163], [0.1532, -0.6477, 1.6889], [2.3531, 0.4792, 0.3906], [1.1429, 1.3819, 1.4733], [0.7830, 1.1869, -1.5051], [1.6720, -1.6271, 0.2203], [0.1090, -2.2824, 0.2637], [-0.0204, -0.7058, -1.5719], [-1.5719, 0.3399, -0.8713], [1.0250, 1.8091, -0.7189], [0.7985, -1.1379, -1.3626]],
  "mulliken_charge": [-0.648, 0.393, -0.493, -1.018, 0.238, 0.237, 0.402, 0.438, 0.143, 0.286, 0.310, 0.350, 0.497, 0.340, 0.387, -0.712, -0.535, -0.613],
  "relative_energy_ev": 4.1122,
  "gap_ev": 10.5470,
  "multiplicity": 1,
  "smiles": "NCC(CO)CO"
}

---

{
  "formula": "C4H11NO2",
  "method": "ωB97M-V with the def2-TZVPD basis set",
  "elements": ["C", "C", "C", "C", "O", "N", "H", "H", "H", "H", "H", "H", "H", "H", "H", "H", "H", "O"],
  "xyz": [[-0.2966, -0.4990, -0.9196], [0.5258, 0.7479, -0.8671], [1.4538, 0.7341, 0.3323], [2.1727, 1.9628, 0.7826], [1.9558, 2.5172, 1.8162], [1.1815, 0.9477, -2.1874], [0.2881, -1.3526, -1.2817], [-0.6805, -0.9173, 0.0124], [-1.1098, -0.3688, -1.6244], [-0.2106, 1.5719, -0.7165], [0.7112, 0.7076, 1.1555], [1.8577, -0.2733, 0.4937], [2.7930, 2.3374, -0.0625], [2.0671, 1.4056, -2.0229], [0.5882, 1.4734, -2.8060], [-4.8244, -4.1930, 2.9800], [-4.4455, -3.0125, 2.2551], [-4.0274, -3.7891, 2.6602]],
  "mulliken_charge": [-1.543, 0.685, -0.909, 0.114, -0.453, -0.651, 0.369, 0.366, 0.349, 0.182, 0.320, 0.482, 0.221, 0.215, 0.253, 0.313, 0.316, -0.629],
  "relative_energy_ev": 2.0730,
  "gap_ev": 10.3093,
  "multiplicity": 1,
  "smiles": "C[C@H](N)CC=O.O"
}

---

{
  "formula": "C4H11NO2",
  "method": "ωB97M-V with the def2-TZVPD basis set",
  "elements": ["C", "C", "N", "H", "H", "H", "H", "H", "H", "H", "H", "C", "C", "O", "O", "H", "H", "H"],
  "xyz": [[1.1532, -1.7418, -0.8566], [-0.0790, -1.4562, -1.9004], [1.3407, -0.4239, -0.3092], [0.7559, -2.4921, -0.0568], [1.9774, -2.1343, -1.4954], [0.2083, -0.7137, -2.6601], [-0.9816, -1.1174, -1.4862], [0.2030, -0.3869, 1.3730], [2.2718, -0.0217, -0.3950], [0.8152, 0.2710, -0.9719], [-0.2116, -2.3257, -2.4769], [-1.6360, 2.1339, 1.6738], [-0.3308, 1.3639, 1.4416], [-0.1170, 0.1913, 2.0265], [0.5669, 1.8887, 0.7663], [-1.6134, 2.6847, 2.6388], [-2.4375, 1.4687, 1.7755], [-1.8854, 2.8117, 0.9130]],
  "mulliken_charge": [-0.190, -1.350, -0.563, 0.182, 0.311, 0.399, 0.385, 0.362, 0.211, 0.263, 0.377, -1.065, 0.784, -0.495, -0.560, 0.272, 0.349, 0.326],
  "relative_energy_ev": 1.7640,
  "gap_ev": 10.2828,
  "multiplicity": 1,
  "smiles": "CC(=O)O.CCN"
}

---

{
  "formula": "C4H11NO2",
  "method": "ωB97M-V with the def2-TZVPD basis set",
  "elements": ["N", "C", "C", "C", "C", "O", "H", "H", "H", "H", "H", "H", "H", "H", "H", "H", "H", "O"],
  "xyz": [[-1.4942, 0.9025, -1.1873], [-0.3358, 1.1396, -0.5904], [0.0686, 0.1023, 0.5013], [-0.4540, 0.5027, 1.8217], [-0.3109, -1.3076, 0.0659], [0.3224, 1.9678, -1.1969], [-2.2766, 0.2648, -0.7875], [-1.8379, 1.4380, -1.8981], [1.1862, 0.1451, 0.6200], [-1.5819, 0.6294, 1.6351], [-0.5398, -0.0534, 2.8385], [-0.0804, 1.4889, 2.1513], [0.4325, -2.1486, -0.0285], [-0.8515, -1.1725, -1.0174], [-1.2140, -1.6752, 0.5838], [2.3841, -0.3015, -1.3485], [3.3704, -1.3864, -0.9335], [3.2129, -0.5359, -1.2297]],
  "mulliken_charge": [-0.380, 0.308, 0.953, -1.410, -1.312, -0.655, 0.236, 0.192, 0.215, 0.272, 0.309, 0.348, 0.238, 0.311, 0.391, 0.292, 0.299, -0.604],
  "relative_energy_ev": 2.3229,
  "gap_ev": 10.4762,
  "multiplicity": 1,
  "smiles": "CC(C)C(N)=O.O"
}

---

{
  "formula": "C4H11NO2",
  "method": "ωB97M-V with the def2-TZVPD basis set",
  "elements": ["C", "N", "C", "C", "C", "O", "H", "H", "H", "H", "H", "H", "H", "H", "H", "H", "H", "O"],
  "xyz": [[-2.0265, -0.4868, -1.0935], [-0.6730, -0.3117, -1.0043], [-0.2345, 1.0914, -0.9422], [0.4065, 1.3205, 0.4308], [1.6566, 0.4574, 0.5958], [-2.8411, 0.4098, -1.0430], [-2.4240, -1.4970, -1.2682], [-0.1805, -1.0248, -1.4875], [-1.0108, 1.8371, -1.0548], [0.5193, 1.2641, -1.7160], [-0.2355, 1.2781, 1.3145], [0.7456, 2.3624, 0.4734], [2.3473, 0.8813, 1.3169], [1.4072, -0.5955, 0.6811], [2.1883, 0.4605, -0.3672], [-0.3622, -3.1048, 1.8035], [0.8339, -2.1345, 1.7615], [-0.1165, -2.2076, 1.5992]],
  "mulliken_charge": [-0.077, -0.015, -0.727, -0.353, -1.117, -0.551, 0.350, 0.280, 0.337, 0.348, 0.316, 0.322, 0.362, 0.192, 0.311, 0.295, 0.332, -0.604],
  "relative_energy_ev": 1.0317,
  "gap_ev": 10.2044,
  "multiplicity": 1,
  "smiles": "CCCNC=O.O"
}

---

{
  "formula": "C4H11NO2",
  "method": "ωB97M-V with the def2-TZVPD basis set",
  "elements": ["C", "C", "C", "O", "N", "C", "O", "H", "H", "H", "H", "H", "H", "H", "H", "H", "H", "H"],
  "xyz": [[-1.7560, 0.5822, 0.5968], [-0.3118, 0.0614, 0.4209], [-0.3057, -1.4748, 0.2479], [-0.8350, -2.1282, 1.4011], [0.1885, 0.6573, -0.8323], [1.6416, 0.4778, -0.9820], [2.1944, 1.7844, -1.1382], [-1.6693, 1.6118, 0.9397], [-2.2554, 0.0078, 1.3673], [-2.3485, 0.6273, -0.3202], [0.1629, 0.2808, 1.3599], [-0.9226, -1.6917, -0.6179], [0.7321, -1.7721, 0.1707], [-1.7771, -2.2458, 1.2431], [0.1929, 1.6530, -0.6074], [1.8688, -0.0929, -1.8801], [2.0472, -0.0343, -0.1018], [3.1528, 1.6961, -1.2674]],
  "mulliken_charge": [-1.608, 0.563, -0.652, -0.563, -0.450, -0.336, -0.527, 0.369, 0.473, 0.341, 0.209, 0.368, 0.314, 0.340, 0.269, 0.306, 0.282, 0.302],
  "relative_energy_ev": 1.7557,
  "gap_ev": 10.4350,
  "multiplicity": 1,
  "smiles": "C[C@@H](CO)NCO"
}

---

{
  "formula": "C4H11NO2",
  "method": "ωB97M-V with the def2-TZVPD basis set",
  "elements": ["N", "C", "C", "C", "C", "H", "H", "H", "H", "H", "H", "H", "H", "H", "O", "H", "H", "O"],
  "xyz": [[0.6116, -2.5007, -0.4578], [0.1593, -1.4615, 0.3627], [0.8772, -0.3668, 0.6804], [0.2131, 0.7972, 1.1519], [0.8532, 1.9607, 1.3087], [0.4362, -3.4334, -0.1225], [1.5185, -2.4586, -0.8856], [-0.8252, -1.6597, 0.7211], [1.8337, -0.2939, 0.1523], [-0.8921, 0.6725, 1.4935], [0.3474, 2.8594, 1.5965], [1.8809, 2.0926, 0.9947], [-2.5289, -0.9691, -0.1496], [-2.1640, -1.0530, -1.7362], [-2.0030, -0.6436, -0.8793], [-0.5656, 1.5086, -1.7245], [-0.4016, 2.3997, -0.5316], [0.0435, 2.1574, -1.3467]],
  "mulliken_charge": [-0.455, 0.030, -0.465, 0.109, -0.866, 0.199, 0.201, 0.287, 0.159, 0.130, 0.429, 0.243, 0.311, 0.289, -0.610, 0.295, 0.347, -0.632],
  "relative_energy_ev": 2.6712,
  "gap_ev": 8.0064,
  "multiplicity": 1,
  "smiles": "C=C/C=C/N.O.O"
}

---

{
  "formula": "C4H11NO2",
  "method": "ωB97M-V with the def2-TZVPD basis set",
  "elements": ["C", "C", "C", "O", "N", "C", "O", "H", "H", "H", "H", "H", "H", "H", "H", "H", "H", "H"],
  "xyz": [[0.4654, 0.0130, 0.5632], [-0.5383, 1.1115, 0.3131], [0.0385, 2.5221, 0.9489], [-1.6707, 0.7033, 1.0546], [0.0628, -1.3721, 0.2800], [0.1655, -1.7234, -1.1297], [1.2712, -1.2633, -1.9596], [1.4716, 0.2930, -0.0020], [0.6462, 0.0790, 1.6985], [-0.6602, 1.2750, -0.8338], [0.9313, 2.9778, 0.3763], [-0.7386, 3.1640, 1.1350], [0.5461, 2.2837, 1.8837], [-2.3180, 0.1917, 0.5471], [0.5819, -2.0134, 0.8382], [-0.6021, -1.2472, -1.6653], [-0.0753, -2.8227, -1.1433], [2.1869, -1.6359, -1.7274]],
  "mulliken_charge": [-0.493, 0.186, -1.244, -0.537, -0.270, -0.524, -0.530, 0.176, 0.407, 0.248, 0.313, 0.384, 0.329, 0.337, 0.259, 0.291, 0.368, 0.301],
  "relative_energy_ev": 2.3930,
  "gap_ev": 10.1784,
  "multiplicity": 1,
  "smiles": "C[C@H](O)CNCO"
}

---

{
  "formula": "C4H11NO2",
  "method": "ωB97M-V with the def2-TZVPD basis set",
  "elements": ["N", "C", "C", "C", "C", "H", "H", "H", "H", "H", "H", "H", "H", "H", "O", "H", "H", "O"],
  "xyz": [[-0.2604, 0.4528, -1.1499], [-0.1676, -0.9135, -1.4942], [-0.2718, -1.3165, -2.7594], [-1.2497, -2.3204, 0.1853], [-0.1221, -1.8927, -0.3581], [0.4044, 1.0432, -1.6306], [-0.2676, 0.6460, -0.1526], [-0.2677, -2.3488, -3.0747], [-0.4212, -0.5869, -3.5442], [-1.3224, -3.1206, 0.9035], [-2.1937, -1.9520, -0.2009], [0.8786, -2.1842, -0.0518], [2.0540, 3.5116, 0.8629], [1.3493, 4.1733, 2.0780], [1.6518, 3.3318, 1.7167], [-0.4313, 0.9224, 3.3262], [0.4339, 1.6110, 2.2324], [-0.2105, 0.9116, 2.3929]],
  "mulliken_charge": [-0.517, 0.382, -0.891, -0.590, -0.350, 0.246, 0.273, 0.301, 0.282, 0.301, 0.255, 0.318, 0.311, 0.316, -0.648, 0.298, 0.339, -0.627],
  "relative_energy_ev": 2.0614,
  "gap_ev": 8.5022,
  "multiplicity": 1,
  "smiles": "C=CC(=C)N.O.O"
}

---

{
  "formula": "C4H11NO2",
  "method": "ωB97M-V with the def2-TZVPD basis set",
  "elements": ["C", "C", "C", "C", "O", "N", "H", "H", "H", "H", "H", "H", "H", "H", "H", "H", "H", "O"],
  "xyz": [[-1.2318, 0.8219, -0.7018], [0.0520, 0.8563, 0.1220], [0.8235, 2.1796, -0.1233], [2.1992, 2.0195, 0.4388], [3.1572, 1.6890, -0.2125], [-0.2875, 0.6806, 1.5038], [-2.0912, 1.3267, -0.2649], [-1.0929, 1.2141, -1.7056], [-1.5629, -0.2110, -0.7575], [0.6680, 0.0273, -0.2544], [0.8979, 2.3577, -1.1893], [0.3208, 2.9765, 0.4181], [2.3126, 2.1680, 1.5285], [-1.2514, 0.5904, 1.7514], [0.4354, 0.4576, 2.1595], [-3.9774, -5.8148, -0.4382], [-2.5260, -5.9460, -0.8852], [-3.3845, -6.3727, -0.9481]],
  "mulliken_charge": [-1.541, 0.608, -0.611, -0.091, -0.475, -0.506, 0.401, 0.363, 0.377, 0.205, 0.346, 0.258, 0.367, 0.145, 0.158, 0.319, 0.319, -0.638],
  "relative_energy_ev": 1.4561,
  "gap_ev": 9.8677,
  "multiplicity": 1,
  "smiles": "C[C@H](N)CC=O.O"
}

---

{
  "formula": "C4H11NO2",
  "method": "ωB97M-V with the def2-TZVPD basis set",
  "elements": ["C", "C", "C", "C", "N", "O", "O", "H", "H", "H", "H", "H", "H", "H", "H", "H", "H", "H"],
  "xyz": [[0.0443, -0.1059, -0.1918], [-0.7087, -1.5100, 0.4991], [-0.9026, 0.8738, 0.4059], [1.4864, -0.0607, 0.2694], [-0.3586, 2.3095, -0.0806], [-0.1112, -0.2564, -1.5685], [-0.1609, -2.6215, -0.1549], [0.5628, 0.2589, -2.0259], [-0.3427, -2.5142, -1.0974], [0.4456, 2.6628, 0.4264], [-0.5014, 2.5089, -1.0649], [-1.8017, -1.5082, 0.4042], [-0.4164, -1.5764, 1.5467], [-1.9060, 0.7970, -0.0062], [-0.8558, 0.9075, 1.4906], [1.9435, -1.0352, 0.0950], [1.5415, 0.1690, 1.3303], [2.0419, 0.7010, -0.2774]],
  "mulliken_charge": [1.294, -0.850, -0.961, -1.617, -0.595, -0.559, -0.527, 0.350, 0.336, 0.200, 0.199, 0.382, 0.368, 0.422, 0.360, 0.417, 0.324, 0.456],
  "relative_energy_ev": 2.1008,
  "gap_ev": 9.2434,
  "multiplicity": 1,
  "smiles": "C[C@](O)(CN)CO"
}